# C15H15Cl3IIrNO3P

A structure of composition C15H15Cl3IIrNO3P (ωB97M-V/def2-TZVPD, the OMol25 dataset).

```
40
Properties=species:S:1:pos:R:3:forces:R:3
C -0.834 1.898 1.129 0.133 -0.256 -0.020
C 0.365 -3.779 -1.426 -0.016 -0.041 -0.045
H -1.037 1.076 4.455 0.004 0.007 0.003
H 4.497 -4.128 -1.917 -0.007 0.004 0.015
C -0.730 1.177 2.317 0.024 0.084 -0.213
Cl -4.472 -3.378 -0.953 0.001 0.009 0.004
H -1.773 4.999 0.057 -0.006 -0.007 -0.001
C -1.387 3.987 0.018 -0.103 0.078 0.293
H -0.552 -3.678 -2.000 0.005 0.012 0.001
H 5.458 -2.744 -1.326 0.002 0.009 -0.007
C -1.133 1.659 3.547 -0.087 0.154 0.151
H 2.872 0.507 0.610 -0.015 -0.025 0.014
H 0.192 -4.281 -0.479 -0.001 0.009 0.001
H 3.992 -0.136 -0.607 0.009 -0.011 -0.007
O 3.414 -2.481 -1.245 -0.062 0.004 0.148
C -4.347 -1.947 0.059 -0.031 -0.017 0.010
C -2.958 -1.455 -0.065 0.026 0.029 -0.010
C -0.900 3.478 -1.193 0.203 -0.304 -0.167
C -1.670 2.946 3.598 0.062 -0.199 0.097
H 1.105 -4.332 -2.000 0.006 0.008 -0.001
Cl -5.403 -0.655 -0.488 0.002 -0.004 0.002
C 3.065 0.407 -0.453 0.043 0.076 -0.181
H 4.679 -2.663 -2.936 -0.013 -0.006 -0.007
Cl -4.589 -2.323 1.764 0.002 0.005 -0.013
Ir 0.017 -0.549 -0.408 0.387 -0.357 -0.177
O 0.891 -2.442 -1.116 0.052 0.316 -0.139
H 3.103 1.377 -0.941 -0.003 -0.002 0.000
C -0.383 2.192 -1.253 -0.165 0.325 -0.038
H -1.996 3.345 4.550 -0.006 0.002 -0.001
C -1.773 3.717 2.446 -0.016 0.097 -0.170
I 0.237 -0.676 2.101 0.068 0.003 0.168
O 1.964 -0.358 -1.058 -0.268 -0.297 0.223
C -0.414 1.355 -0.125 -0.164 -0.013 0.176
H 0.018 1.829 -2.194 -0.059 -0.002 -0.033
H -2.185 4.718 2.504 0.009 0.001 0.005
P 2.216 -1.844 -2.010 0.094 0.019 -0.001
N -1.882 -1.079 -0.163 -0.112 0.091 -0.025
C 4.605 -3.049 -1.922 0.013 0.018 0.002
H -0.924 4.095 -2.081 0.014 0.017 0.008
C -1.347 3.214 1.205 -0.026 0.164 -0.063
```
Positions in Å, forces in eV/Å.

Output
total charge: +3
multiplicity: 2
LUMO energy (spin up / spin down): -12.044 / -12.785 eV
<S²>: 0.782
relative energy (zero: lowest compared OMol25 entry of this formula, charge and spin): 137.9 kJ/mol

=====

# C30H47BBiO2P2

A structure of composition C30H47BBiO2P2 at a distorted geometry (ωB97M-V/def2-TZVPD, the OMol25 dataset).

```
83
Properties=species:S:1:pos:R:3:forces:R:3
H 1.370 2.980 -3.499 -0.388 0.118 -0.469
C -1.275 3.860 2.300 -1.648 -0.078 0.277
C 1.170 -3.281 -0.340 0.297 -0.626 0.070
Bi -0.269 0.490 -0.397 0.668 -2.882 3.543
H 0.861 -1.236 -8.836 -0.136 0.213 0.183
C 0.582 -0.896 2.469 -0.784 -0.209 -1.340
B -1.164 2.450 0.542 -1.064 2.069 1.705
H 0.032 0.299 -9.040 0.255 -0.381 0.154
H -2.691 -2.242 0.442 -0.140 -0.111 -0.055
C 2.431 2.835 -0.303 0.282 0.999 -0.363
C -1.971 -0.828 2.860 -0.150 -0.100 0.529
H 1.618 1.539 -5.803 -0.102 -0.129 -0.318
H -1.586 -1.484 -8.850 -0.004 0.123 0.358
H -2.770 -0.964 -6.535 0.092 0.173 -0.034
H 0.053 3.220 -2.342 0.101 0.085 -0.027
H -0.335 -1.826 -3.325 -0.356 0.185 -0.077
H -2.043 -1.972 -2.839 0.301 0.377 -0.166
C 0.658 2.465 -2.849 0.405 0.343 0.005
H -3.061 1.693 -1.841 -0.136 -0.161 -0.258
H 0.241 1.036 3.312 0.115 -0.019 0.184
H 3.577 1.290 -2.945 0.010 -0.207 0.131
H 1.949 0.598 3.117 0.014 0.093 0.114
H -1.629 -1.363 -4.478 0.055 0.143 0.190
H 1.602 -4.214 0.056 -0.027 0.052 -0.445
H -2.089 -1.279 3.852 -0.302 0.248 0.011
C -1.323 2.010 -7.702 0.269 0.280 -0.183
C -3.657 3.743 2.826 -0.013 -0.129 -0.381
C 2.896 -1.318 1.419 0.486 -0.203 0.349
C -1.877 -2.962 0.559 -0.252 -0.373 0.282
H 3.133 2.307 0.356 -0.233 -0.125 -0.376
C 0.664 -2.459 0.782 -0.673 1.019 0.381
H 0.369 -3.542 -1.040 0.165 -0.070 0.022
H -0.268 2.949 -6.038 -0.003 -0.031 -0.286
H 2.610 -0.206 -2.660 0.203 0.479 0.207
O -0.407 3.346 1.387 0.104 -1.690 -1.603
H 2.979 3.577 -0.898 0.090 0.188 0.518
H -0.881 -2.108 -7.371 0.043 0.226 -0.186
C -2.110 5.086 4.174 0.320 -0.316 -0.473
H -2.853 -1.064 2.265 -0.124 0.026 0.088
C -0.285 1.520 -3.664 0.082 0.104 -0.041
H -0.998 2.131 -4.221 0.232 0.099 -0.136
C -3.405 4.622 3.895 0.066 0.042 0.122
P -1.304 0.311 -2.724 -0.362 0.085 0.408
C 0.961 0.210 3.371 0.007 0.069 0.641
C 0.905 1.278 -6.598 0.495 0.184 -0.084
H 1.961 -2.758 -0.892 -0.031 -0.152 -0.054
C -3.041 0.739 -2.383 -0.178 0.461 -0.599
H 0.007 5.004 3.597 -0.376 -0.078 -0.090
C -1.331 -1.360 -3.423 0.417 -0.377 0.030
C -1.012 4.679 3.373 -0.256 0.478 0.532
H 0.515 3.143 -7.594 -0.048 -0.225 0.202
H -1.926 5.762 5.020 -0.162 -0.410 -0.456
H 1.669 3.310 0.327 0.111 -0.021 -0.275
C -2.029 -0.361 -7.065 -0.426 0.717 -0.203
C -1.089 -1.171 -7.915 0.533 -0.147 0.061
P 1.706 1.735 -1.509 -1.146 -1.173 -0.003
H -1.918 2.925 -7.842 0.124 -0.290 0.049
H 3.246 -1.646 0.440 0.194 -0.031 -0.026
C 1.037 0.076 -7.155 0.246 -0.230 0.002
H -4.666 3.346 2.633 0.626 0.288 0.084
H 1.842 -0.572 -6.781 -0.354 0.238 0.007
H 3.696 0.418 -1.370 -0.366 0.112 -0.439
C -0.018 2.410 -6.966 -0.353 -0.024 -0.059
C -0.698 -2.324 1.182 1.250 1.064 0.163
H 0.289 0.946 -4.398 -0.210 0.002 0.083
C 1.453 -1.572 1.569 -1.573 0.143 -0.522
H 3.117 -0.253 1.537 0.196 -0.023 0.018
H -2.246 -3.780 1.190 -0.161 -0.040 -0.278
C 0.250 -0.489 -8.310 -0.304 -0.065 -0.262
H 0.995 -0.142 4.410 0.053 0.317 0.003
H -4.244 4.945 4.534 0.562 -0.267 -0.428
C 3.020 0.712 -2.197 0.185 -0.300 -0.126
H 3.457 -1.867 2.190 0.221 0.182 -0.243
C -2.577 3.390 2.016 0.467 1.206 1.435
H -3.586 0.807 -3.334 -0.075 0.099 0.329
H -3.531 -0.017 -1.743 0.507 0.146 -0.300
O -2.538 2.583 0.923 1.363 -1.121 -1.146
H -1.054 1.663 -8.707 -0.289 0.251 0.335
H -2.990 1.369 -6.399 0.265 -0.135 0.008
C -2.153 0.977 -6.986 -0.109 -0.653 0.007
H -1.618 -3.364 -0.417 -0.143 -0.179 -0.150
C -0.746 -1.352 2.226 1.147 -0.006 -1.059
H -1.909 0.258 2.972 -0.171 0.060 0.196
```
Positions in Å, forces in eV/Å.

Output
total charge: +1
LUMO energy (spin up / spin down): -2.938 / -2.938 eV
relative energy (zero: lowest compared OMol25 entry of this formula, charge and spin): 0.0 kJ/mol

=====

# C24H43B2NO9PS2

A cluster of 2 separate species, C24H43B2NO9PS2 in total (ωB97M-V/def2-TZVPD, the OMol25 dataset).

```
82
Properties=species:S:1:pos:R:3:forces:R:3
H -6.089 -1.087 2.807 0.124 -0.009 0.023
H 1.770 -2.464 -1.258 0.086 -0.042 0.052
C -0.715 -1.005 -1.438 0.112 0.179 -0.070
H -2.601 -3.112 -3.239 0.090 -0.028 -0.004
H -5.283 -4.777 -0.721 -0.098 0.153 -0.057
O 5.601 4.579 2.479 0.015 0.005 -0.003
H -0.026 -1.600 -0.832 -0.178 0.051 0.057
O 2.269 5.113 3.258 -0.027 -0.020 0.012
H 4.323 -2.515 1.457 0.014 -0.012 -0.094
O 6.871 6.828 -1.136 0.012 0.003 -0.040
C -1.761 1.319 -1.692 -0.011 0.017 0.002
H -1.524 0.209 0.160 -0.004 -0.033 0.062
C -1.085 2.685 -1.840 -0.011 0.001 0.020
H 2.598 -4.723 -2.344 -0.045 0.037 -0.046
H -5.025 -3.445 1.938 0.040 0.075 -0.095
C 1.788 2.111 1.087 0.034 -0.023 -0.203
H -6.081 1.404 0.817 -0.129 -0.082 -0.114
C 6.456 6.650 -0.028 -0.006 -0.004 0.011
H -1.115 -2.276 -3.634 -0.002 -0.013 0.040
H -0.790 -3.981 -1.239 -0.034 0.070 -0.078
H 1.472 -1.805 1.989 0.002 -0.040 -0.006
H -6.798 -2.174 -0.198 0.114 -0.023 -0.013
H -4.829 0.181 -0.478 -0.068 0.048 -0.061
O -3.867 0.832 1.683 -0.082 0.014 -0.209
S -2.280 -2.314 0.840 -0.060 0.156 0.054
S -4.295 -2.741 -1.333 -0.016 -0.073 -0.003
H 1.302 3.272 -0.673 -0.017 0.007 0.027
C 2.269 -2.538 2.126 -0.026 0.012 -0.133
H -0.014 2.524 -2.007 -0.040 0.050 -0.090
O 4.419 3.140 3.745 0.000 -0.044 0.023
P -5.063 0.418 0.893 0.472 0.006 0.357
C 6.885 7.430 1.242 -0.008 -0.008 0.000
C 3.328 -2.452 1.011 -0.103 -0.039 0.125
H 1.124 1.585 1.777 0.050 0.067 0.069
H -2.351 3.591 -0.366 0.043 0.048 -0.045
N -1.914 -1.786 -1.784 0.050 -0.217 0.628
H 1.793 -3.523 2.142 0.084 0.000 0.077
C 4.520 4.146 3.105 0.012 0.021 -0.011
H -7.544 -2.572 1.349 0.021 0.016 -0.068
H -0.024 0.765 -0.520 -0.034 -0.070 -0.054
C -5.665 -3.582 1.064 -0.105 -0.108 -0.051
H 2.711 -2.361 3.107 -0.040 0.029 -0.012
B -5.982 -1.125 1.620 -0.108 -0.060 -0.118
H -0.701 4.040 1.374 -0.030 -0.046 -0.006
H -1.889 0.875 -2.686 0.043 -0.030 0.059
H 2.659 2.443 1.650 -0.055 -0.015 0.051
H -1.091 4.655 -0.953 0.096 -0.072 -0.026
O 7.688 8.315 1.286 0.027 0.031 0.007
H 3.978 -3.419 -0.796 0.033 -0.148 0.055
O 5.553 5.757 0.343 -0.018 -0.018 0.011
H 3.266 -1.474 0.525 0.072 0.000 0.044
O 6.200 6.934 2.260 -0.015 -0.014 0.017
H 0.580 -4.941 -3.663 0.046 0.121 -0.074
C 3.392 5.181 2.851 -0.006 0.018 -0.032
H 3.288 -4.522 0.412 0.036 -0.011 -0.076
H -3.853 -4.420 0.234 -0.070 -0.054 -0.009
H 1.475 4.219 0.775 -0.048 -0.006 -0.054
H 0.897 -3.235 -3.433 0.000 0.047 0.131
H -2.769 1.478 -1.299 -0.036 -0.053 -0.037
C 0.594 -4.148 -2.909 -0.082 -0.204 0.026
C -2.697 -2.235 -0.738 0.088 -0.045 -0.430
C -0.463 3.300 0.606 -0.015 -0.125 -0.041
H 1.327 -5.465 -1.391 0.118 0.029 0.052
H -0.219 -0.805 -2.395 0.014 -0.067 0.070
H -6.306 -4.436 1.297 0.088 0.012 0.008
C -0.834 -4.005 -2.333 0.109 -0.080 -0.099
O 3.899 6.140 2.095 0.011 0.013 -0.014
H -1.462 3.176 -2.744 -0.038 -0.014 0.058
C -6.590 -2.342 0.861 -0.115 -0.002 0.068
H 2.148 1.376 0.360 -0.063 0.003 0.038
B 5.314 5.853 1.794 0.003 0.006 -0.008
H 1.028 -3.500 -0.048 0.010 0.074 -0.060
C -1.290 3.622 -0.646 -0.031 0.064 0.091
C -1.643 -2.796 -2.832 -0.293 0.197 -0.268
C -4.790 -3.999 -0.136 0.094 0.021 0.280
C 1.839 -3.449 -0.781 0.045 -0.057 -0.086
H -1.395 -4.906 -2.591 0.008 -0.009 0.114
C -0.997 0.339 -0.782 -0.054 0.062 -0.022
C 3.179 -3.537 -0.057 -0.131 0.190 0.034
C 1.063 3.283 0.393 0.095 0.051 0.203
H -0.796 2.342 1.016 0.025 0.044 -0.061
C 1.640 -4.521 -1.855 -0.084 -0.028 0.029
```
Positions in Å, forces in eV/Å.

Output
total charge: -1
LUMO energy: 0.851 eV

=====

# C7H19NO2Si

An isolated molecule of C7H19NO2Si at a distorted geometry (ωB97M-V/def2-TZVPD, the OMol25 dataset).

```
30
Properties=species:S:1:pos:R:3:forces:R:3
H -2.056 1.122 -1.374 -0.201 -0.104 -0.533
H 3.334 2.309 0.569 0.276 0.070 -0.274
C -3.176 -1.044 -2.249 0.586 -0.893 0.067
C -1.069 0.484 0.367 1.897 0.365 0.129
H 0.927 0.453 3.656 0.031 -0.023 0.307
H -3.223 -0.707 -3.273 -0.064 0.406 -0.617
H -1.613 1.266 0.899 -0.026 -0.050 0.079
H 2.553 1.013 -0.380 0.416 0.616 -0.487
H -0.816 0.446 3.333 0.320 0.253 -0.431
O 1.557 -0.846 0.636 -1.151 0.774 -0.695
Si 0.650 0.427 1.187 -2.476 0.806 0.546
H 3.454 -1.458 0.807 0.832 -0.309 -0.492
H 3.017 -0.126 1.876 0.261 -0.260 0.162
H 2.452 -1.818 2.214 0.257 0.617 -0.410
H -1.559 -2.395 -2.308 -0.342 0.176 -0.071
N -1.840 -1.526 -1.875 -1.051 -0.457 1.299
C 2.419 2.020 0.051 0.892 -0.655 -0.024
H -0.579 -0.379 -2.961 0.493 0.695 -0.074
H 0.147 -1.039 -1.477 -0.448 0.219 -0.165
C -0.764 -0.568 -1.897 0.169 -0.033 -0.827
H 0.101 -0.995 3.112 0.146 -0.477 0.007
H -3.516 -0.247 -1.601 0.129 0.193 0.179
H 2.188 2.764 -0.704 -0.164 0.035 -0.184
C -1.087 0.704 -1.132 0.338 0.648 0.058
C 2.678 -1.065 1.418 0.302 -0.572 1.566
H -1.461 -0.473 0.639 -0.764 -0.699 0.086
H -3.924 -1.831 -2.142 0.234 -0.190 0.026
H -0.380 1.518 -1.396 -0.135 -0.504 -0.004
C 0.159 0.077 2.984 0.475 0.452 -0.079
O 1.426 1.914 1.019 -1.231 -1.099 0.858
```
Positions in Å, forces in eV/Å.

Output
SMILES string: CNCCC[Si](C)(OC)OC
LUMO energy: 0.948 eV